# 1
Here is 2 unconnected molecules or ions with the total composition C3H10N2O in a non-equilibrium geometry from OMol25. Energies are from ωB97M-V with the def2-TZVPD basis set.

## Properties
- E_LUMO: 0.0252 Eh
- SMILES: [H]/N=C\N.CCO
- E_HOMO: -0.3591 Eh
- Orbital gap: 10.46 eV
- Relative energy (zero: lowest compared OMol25 entry of this formula, charge and spin): 277.6 kJ/mol

The geometry in ORCA input format:
```
! wB97M-V def2-TZVPD RIJCOSX def2/J DEFGRID3
* xyz 0 1
O 1.32 1.05 -0.73
N -2.37 -0.58 1.65
N -3.90 0.23 -0.32
C 3.38 -0.02 0.11
C -2.81 0.21 0.62
C 2.03 -0.18 -0.50
H 4.13 -0.07 -0.72
H -2.66 -1.47 1.42
H -2.30 1.25 0.38
H -3.65 0.78 -1.15
H 2.20 -0.66 -1.54
H 0.51 0.84 -0.43
H 1.33 -0.73 0.21
H 3.70 -0.88 0.74
H -4.26 -0.67 -0.47
H 3.34 0.90 0.72
*
```



# 2
Here is 12 unconnected molecules or ions with the total composition C6H37N2O11 in a non-equilibrium geometry from OMol25. Energies are from ωB97M-V with the def2-TZVPD basis set.

## Properties
- E_LUMO: -0.0872 Eh
- E_HOMO: -0.4092 Eh
- Orbital gap: 8.76 eV
- Relative energy (zero: lowest compared OMol25 entry of this formula, charge and spin): 648.2 kJ/mol

The geometry in ORCA input format:
```
! wB97M-V def2-TZVPD RIJCOSX def2/J DEFGRID3
* xyz 1 1
O 1.76 -0.68 -0.06
O -1.19 3.01 -2.23
O 1.62 3.66 -1.42
O -0.09 -5.16 1.20
O 0.87 -2.40 4.83
O 1.15 0.72 1.98
O 1.98 0.99 -1.94
O 2.78 0.31 4.14
O 4.47 -0.81 -1.82
O -3.48 -1.78 2.28
O 4.26 1.42 -0.51
N -1.36 0.24 0.92
N -0.43 -1.19 -3.00
C -2.39 -0.65 -1.70
C -3.00 0.47 -0.96
C -2.45 2.46 0.66
C -2.78 -2.13 -1.29
C -1.54 -0.41 -2.69
C -1.91 1.30 -0.05
H -2.01 -0.32 1.41
H -0.77 -0.39 0.41
H -1.46 0.72 -2.95
H 2.42 0.05 -0.48
H 0.39 -1.86 4.15
H -1.84 -2.67 -1.48
H -0.72 -2.07 -3.31
H -0.72 0.81 1.54
H 4.75 -1.74 -1.73
H 1.26 1.58 -1.88
H -0.87 2.27 -2.72
H -3.56 0.02 0.03
H -3.67 1.03 -1.63
H 4.94 1.46 0.14
H 2.60 1.20 -2.59
H 4.03 -0.59 -0.91
H 1.13 -0.97 -0.75
H -3.48 -2.62 1.94
H 2.77 -0.33 4.68
H -3.66 -2.38 -1.97
H -3.02 -2.32 -0.26
H -3.49 2.18 0.90
H -0.45 3.49 -1.71
H 2.26 3.20 -0.90
H 2.00 4.44 -1.79
H -1.13 1.61 -0.91
H 0.29 -5.09 0.25
H 0.12 -2.83 5.05
H 0.35 -0.93 -3.27
H -1.74 3.03 1.30
H 3.11 1.14 4.65
H -4.33 -1.39 2.52
H 1.63 0.93 2.71
H 0.72 -4.86 1.47
H 4.84 1.55 -1.29
H 1.61 0.14 1.37
H -2.55 3.15 -0.32
*
```



# 3
Here is 3 unconnected molecules or ions with the total composition C29H29F8N3O7P in a non-equilibrium geometry from OMol25. Energies are from ωB97M-V with the def2-TZVPD basis set.

## Properties
- E_LUMO: 0.0311 Eh
- E_HOMO: -0.2071 Eh
- Orbital gap: 6.48 eV

The geometry in ORCA input format:
```
! wB97M-V def2-TZVPD RIJCOSX def2/J DEFGRID3
* xyz -1 1
P 0.63 -1.48 0.56
F 1.11 -1.25 -4.31
F 4.43 0.04 -4.05
F -4.06 3.32 -1.96
F -4.26 1.62 0.76
F 1.27 -3.09 0.87
F 2.64 1.58 -4.56
F 2.11 0.07 4.60
F -4.05 4.96 -0.16
O 12.09 2.13 -4.56
O -6.11 -1.44 4.34
O 0.87 -1.12 2.25
O -6.19 -3.10 2.96
O 2.46 0.73 2.14
O 0.01 0.13 0.22
O 11.66 1.85 -2.46
N 11.37 1.77 -3.64
N -6.56 -2.01 3.36
N -3.86 -3.79 1.02
C -8.04 -0.06 2.99
C -9.14 -1.30 0.75
C -8.16 -1.95 1.48
C 0.11 1.08 1.33
C 7.93 0.32 -3.30
C 2.03 -0.80 -1.84
C 1.08 0.32 2.37
C 0.71 -1.60 -1.37
C -9.57 -0.03 1.13
C -1.05 -2.33 0.78
C -3.00 -4.10 -0.06
C 9.69 1.08 -5.32
C -7.61 -1.33 2.60
C 3.03 0.32 -4.00
C -2.04 -2.05 1.97
C -1.82 2.73 0.81
C 10.06 1.21 -3.98
C 0.83 2.14 4.34
C 0.90 0.57 3.95
C 9.19 0.83 -2.97
C 8.44 0.57 -5.64
C -1.36 1.52 1.79
C -3.36 -2.84 1.95
C -3.34 2.62 0.35
C -1.63 -3.42 -0.19
C 7.56 0.19 -4.63
C -3.82 3.62 -0.58
C 2.05 -0.59 -3.45
C -9.02 0.59 2.25
H 1.15 2.70 3.39
H 0.57 2.01 0.83
H 10.37 1.38 -6.12
H -0.17 -1.01 -1.78
H 1.57 2.33 5.20
H -9.58 -1.77 -0.13
H 2.05 0.28 -1.42
H 6.58 -0.20 -4.89
H -1.19 2.75 -0.15
H -3.36 -4.87 -0.82
H -1.69 3.76 1.31
H -2.15 0.70 1.68
H -1.78 -1.32 2.80
H 3.00 -1.30 -1.49
H -0.25 2.39 4.64
H -10.33 0.48 0.55
H -7.62 0.43 3.86
H -7.83 -2.94 1.17
H 7.24 0.02 -2.51
H -1.43 1.91 2.86
H 0.04 -0.04 4.39
H 2.03 -1.14 0.43
H 0.78 -2.68 -1.74
H 9.46 0.92 -1.92
H 2.52 1.28 1.34
H -9.36 1.57 2.55
H -4.05 -2.62 2.84
H 8.15 0.47 -6.68
H -0.98 -3.72 -1.08
*
```



# 4
Here is 2 unconnected molecules or ions with the total composition C2H6INOP in a non-equilibrium geometry from OMol25. Energies are from ωB97M-V with the def2-TZVPD basis set.

## Properties
- E_LUMO: -0.3013 Eh
- E_HOMO: -0.4382 Eh
- Orbital gap: 3.73 eV
- Relative energy (zero: lowest compared OMol25 entry of this formula, charge and spin): 280.4 kJ/mol

The geometry in ORCA input format:
```
! wB97M-V def2-TZVPD RIJCOSX def2/J DEFGRID3
* xyz 1 1
I -4.06 -0.48 -0.54
P -4.09 1.75 0.13
O -0.50 1.13 0.28
N 1.87 -1.10 -0.70
C 0.61 0.72 0.32
C 0.99 -0.76 0.33
H 1.52 1.47 0.20
H 1.74 -1.07 1.13
H 0.22 -1.44 0.41
H 1.48 -1.06 -1.67
H 2.91 -0.91 -0.63
H -2.70 1.75 0.73
*
```



# 5
Here is 14 unconnected molecules or ions with the total composition C48H126N2O16 in a non-equilibrium geometry from OMol25. Energies are from ωB97M-V with the def2-TZVPD basis set.

## Properties
- Expectation value of S²: 0.754
- E_LUMO (alpha / beta): -0.1026 / -0.2886 Eh
- E_HOMO (alpha / beta): -0.3852 / -0.3852 Eh
- Orbital gap (alpha / beta): 7.69 / 2.63 eV

The geometry in ORCA input format:
```
! wB97M-V def2-TZVPD RIJCOSX def2/J DEFGRID3
* xyz 1 2
O -0.19 -12.12 -19.90
O -4.02 -21.67 -15.25
O -7.65 -16.85 -19.88
O -1.86 -20.81 -16.85
O 2.92 -16.19 -23.59
O -3.01 -15.36 -15.68
O -0.21 -11.80 -17.07
O -7.53 -15.45 -13.73
O 0.48 -17.08 -12.15
O -1.93 -19.97 -19.67
O 4.09 -17.03 -15.51
O 5.56 -15.22 -17.10
O -2.80 -11.37 -20.56
O 1.10 -15.28 -17.16
O -9.14 -23.03 -16.30
O -0.96 -18.27 -10.20
N -7.72 -20.10 -18.07
N -0.42 -16.34 -14.91
C -2.60 -16.87 -11.06
C -7.24 -18.16 -19.38
C 2.29 -15.66 -12.28
C 5.17 -15.53 -19.32
C -0.34 -21.31 -15.15
C -1.49 -18.14 -21.19
C 5.89 -14.66 -18.31
C -7.90 -16.20 -15.87
C -3.71 -12.34 -21.04
C 2.47 -16.00 -22.28
C -3.10 -13.70 -20.83
C 2.11 -11.30 -20.01
C 0.64 -11.55 -22.10
C -0.53 -13.06 -15.10
C -6.57 -16.07 -20.26
C -8.26 -22.34 -17.19
C -3.77 -18.73 -20.26
C -5.06 -12.21 -20.41
C -8.23 -18.85 -18.50
C -6.94 -15.45 -14.97
C -2.88 -16.51 -14.86
C -4.76 -20.50 -14.88
C -4.17 -19.83 -13.66
C 5.32 -13.26 -18.21
C 1.03 -16.67 -16.97
C 4.90 -18.80 -16.94
C 0.89 -16.82 -15.42
C -3.21 -19.07 -9.82
C 0.28 -21.72 -17.49
C -2.44 -12.10 -16.59
C 2.66 -17.29 -21.49
C 0.68 -11.27 -20.62
C -0.86 -21.72 -16.47
C -3.14 -15.68 -17.07
C -1.52 -17.25 -15.21
C -8.48 -20.82 -17.07
C -4.97 -19.64 -16.08
C -6.81 -13.96 -15.40
C 1.01 -15.49 -22.24
C -2.22 -18.32 -10.79
C 4.22 -19.20 -14.52
C -1.09 -12.73 -16.50
C -2.29 -18.64 -19.96
C 1.23 -14.94 -18.53
C 4.82 -18.20 -15.53
C 2.26 -17.61 -10.64
C 1.83 -17.12 -12.01
C -8.93 -24.43 -16.32
H 1.58 -13.92 -18.67
H -0.42 -17.74 -10.78
H 1.97 -15.24 -13.24
H -0.55 -15.41 -15.30
H -8.90 -15.77 -15.90
H -1.06 -13.60 -17.15
H 2.30 -17.76 -12.75
H 4.28 -13.23 -17.89
H 5.93 -12.60 -17.58
H -6.44 -17.99 -18.67
H -1.13 -21.31 -14.40
H 0.47 -13.48 -15.18
H 5.80 -14.59 -16.41
H -2.51 -11.22 -15.96
H 1.89 -17.23 -17.36
H -3.23 -18.58 -8.84
H 0.32 -10.26 -20.40
H 5.66 -16.50 -19.40
H 0.81 -15.14 -21.23
H -5.70 -12.95 -20.89
H -2.13 -13.76 -21.33
H -3.74 -17.18 -14.98
H 0.03 -20.29 -15.20
H -3.80 -14.42 -21.25
H 2.06 -11.11 -18.94
H -8.51 -22.74 -18.18
H -0.06 -22.29 -18.36
H 1.97 -15.58 -19.00
H 0.78 -14.60 -22.83
H -1.90 -20.47 -20.49
H -3.39 -14.77 -17.61
H -7.93 -24.71 -15.99
H -6.06 -16.43 -21.16
H -4.66 -18.89 -13.42
H -5.94 -15.88 -14.98
H 1.10 -10.75 -22.68
H -9.02 -18.95 -19.25
H 6.96 -14.66 -18.53
H -2.10 -18.12 -19.02
H -9.11 -24.86 -17.31
H 5.45 -19.74 -17.04
H 4.48 -16.43 -16.15
H -1.03 -11.83 -20.28
H 2.19 -17.26 -20.51
H -7.51 -16.23 -16.89
H -6.44 -13.94 -16.42
H -2.90 -16.23 -13.81
H -3.08 -19.77 -13.68
H -5.05 -12.32 -19.32
H 0.46 -21.92 -14.73
H 4.54 -20.22 -14.73
H 5.82 -17.95 -15.18
H 1.74 -16.26 -15.02
H -4.23 -19.01 -10.19
H 2.23 -18.15 -22.00
H 3.90 -18.95 -17.36
H 1.18 -12.46 -22.36
H -2.17 -18.84 -11.75
H 3.14 -15.23 -21.88
H 4.40 -19.00 -13.46
H -0.37 -11.74 -22.45
H -2.00 -18.44 -22.11
H 2.78 -10.55 -20.43
H -1.76 -20.59 -17.78
H 5.16 -15.16 -20.35
H -5.35 -20.26 -16.90
H 1.93 -16.89 -9.89
H -4.33 -20.36 -12.72
H -3.90 -16.43 -17.28
H 0.15 -17.09 -17.45
H -1.26 -22.73 -16.34
H -2.14 -15.89 -17.44
H -7.05 -14.79 -13.23
H -7.22 -22.56 -16.99
H -0.39 -12.14 -14.53
H -4.40 -19.09 -19.45
H -0.14 -11.99 -18.01
H -3.82 -12.23 -22.12
H 1.83 -18.60 -10.47
H 5.30 -12.84 -19.22
H -5.68 -18.86 -15.82
H -9.63 -24.93 -15.66
H -5.76 -15.96 -19.54
H -2.90 -11.82 -17.54
H 1.99 -15.01 -11.46
H -8.49 -18.21 -17.66
H 0.35 -16.31 -22.51
H 3.72 -17.46 -21.28
H -1.24 -13.69 -14.56
H -2.93 -20.12 -9.76
H -8.20 -20.51 -16.06
H -5.79 -20.81 -14.67
H -3.06 -10.53 -20.94
H -1.49 -17.05 -21.26
H -0.44 -18.40 -21.30
H -1.49 -17.54 -16.26
H -7.01 -15.14 -20.60
H -7.98 -17.22 -15.51
H 5.52 -18.15 -17.56
H -5.44 -11.20 -20.56
H 3.78 -16.63 -23.53
H -3.03 -14.01 -19.79
H 2.63 -12.26 -20.07
H 0.52 -20.70 -17.79
H -6.13 -13.44 -14.72
H -1.45 -18.17 -14.63
H -3.11 -12.89 -16.23
H -4.04 -19.24 -16.49
H -3.18 -21.38 -15.60
H -9.54 -20.60 -17.20
H 0.26 -16.77 -13.03
H 4.15 -15.72 -18.99
H -3.93 -19.28 -21.18
H 3.33 -17.53 -10.48
H -3.61 -16.83 -11.46
H 3.13 -19.21 -14.61
H 3.38 -15.69 -12.24
H -2.48 -16.22 -10.20
H -4.17 -17.76 -20.55
H -7.56 -20.67 -18.90
H -7.81 -13.52 -15.39
H -6.90 -18.72 -20.25
H 0.27 -15.06 -19.03
H -2.01 -16.43 -11.87
H 1.01 -17.85 -15.10
H 1.16 -22.33 -17.27
*
```



# 6
Here is a molecular structure, C22H16IrN7O2 in a non-equilibrium geometry from OMol25. Energies are from ωB97M-V with the def2-TZVPD basis set.

## Properties
- Expectation value of S²: 6.044
- E_LUMO (alpha / beta): -0.2701 / -0.3976 Eh
- E_HOMO (alpha / beta): -0.4605 / -0.5695 Eh
- Orbital gap (alpha / beta): 5.18 / 4.68 eV

The geometry in ORCA input format:
```
! wB97M-V def2-TZVPD RIJCOSX def2/J DEFGRID3
* xyz 2 5
Ir 0.00 -1.62 0.00
O 0.31 -3.84 2.21
O -0.31 -3.84 -2.21
N 1.98 -1.23 -0.01
N 0.00 7.34 0.00
N -1.99 -1.22 0.01
N 0.00 0.33 0.00
N 4.60 -0.44 0.00
N 0.00 -3.60 0.00
N -4.60 -0.43 0.00
C -2.97 -2.12 0.00
C -1.18 1.01 0.00
C 0.16 -4.37 1.13
C 1.14 6.72 0.00
C -0.15 -4.37 -1.13
C -0.10 -5.83 -0.76
C 0.10 -5.83 0.76
C -1.15 6.72 0.00
C -2.31 0.11 0.00
C -3.66 0.47 0.00
C -1.20 5.33 0.00
C 3.66 0.47 0.00
C -4.30 -1.72 0.00
C 1.19 5.34 0.00
C 2.97 -2.12 0.00
C 4.30 -1.72 0.00
C 0.00 4.60 0.00
C 1.18 1.01 0.00
C 1.20 2.40 0.00
C 2.31 0.11 0.00
C -1.20 2.40 0.00
C 0.00 3.13 0.00
H 0.72 -6.30 -1.30
H -0.72 -6.31 1.30
H -2.14 2.91 0.00
H 2.04 7.33 0.00
H -5.11 -2.43 -0.01
H -3.97 1.51 0.00
H 5.11 -2.43 0.01
H -2.17 4.87 0.00
H -1.02 -6.32 -1.08
H 2.15 2.91 0.00
H 2.71 -3.17 -0.01
H -2.72 -3.17 0.01
H 3.97 1.51 0.00
H 1.02 -6.31 1.08
H 2.17 4.88 0.00
H -2.05 7.32 0.00
*
```